Entry P
This record from the OMol25 dataset describes C3H3IO as an isolated structure. The level of theory is wB97M-V/def2-TZVPD.

Properties
- Gap between HOMO and LUMO: 0.3487 hartree
- E_HOMO: -9.177 eV

Geometry as XYZ:
```
8
C3H3IO (wB97M-V/def2-TZVPD)
C 0.42 0.72 -0.31
C 0.97 -0.51 -0.49
C -0.66 -0.06 0.49
O 0.03 -1.27 0.11
I -2.71 0.30 -0.01
H 0.66 1.70 -0.28
H 1.75 -1.15 -0.97
H -0.45 0.27 1.47
```

Entry Q
This record from the OMol25 dataset describes a 2-piece molecular cluster, C3H3IO overall. The level of theory is wB97M-V/def2-TZVPD.

Properties
- Gap between HOMO and LUMO: 0.3342 hartree
- E_HOMO: -8.709 eV

Geometry as XYZ:
```
8
C3H3IO (wB97M-V/def2-TZVPD)
C -0.89 1.10 0.31
C 1.51 -0.74 -0.23
C -0.60 -0.13 0.01
O 2.08 -0.46 -1.21
I -1.83 -1.72 -0.50
H -1.92 1.44 0.41
H -0.12 1.82 0.54
H 1.78 -1.31 0.66
```

The structure with the least stability is entry Q.